Entry 1:
A structure of composition C62H73N3O6PS2Sr at a distorted geometry, computed with ωB97M-V/def2-TZVPD.

HOMO (alpha / beta), eV: -4.3 / -4.3
ΔE to the lowest compared entry with this formula, charge and spin, kcal/mol: 42.2
Max |F|, eV/Å: 2.19
DFT total energy, Ha: -4190.75563

Geometry as ORCA input:
```
! RIJCOSX wB97M-V def2-TZVPD def2/J DEFGRID3
* xyz -1 1
Sr -0.3855 0.4112 -0.3225
C 5.2411 -1.3977 -5.8375
C 3.7127 -1.3129 -5.7234
C 3.1344 -2.7281 -5.8173
C 3.1536 -0.5039 -6.9058
C 3.3065 -0.6267 -4.4238
C 2.6578 -1.2530 -3.4261
C 1.9576 -0.4998 -2.4102
N 1.0805 -1.0409 -1.6060
C 0.9677 -2.3573 -1.3119
C 2.0523 -3.2377 -1.1108
C 1.8521 -4.5561 -0.8319
C 0.5145 -5.0353 -0.9214
C -0.5926 -4.2472 -1.1155
C -0.4136 -2.8030 -1.1719
O -1.3537 -1.9601 -1.2012
C -1.9885 -4.8575 -1.2653
C -2.8851 -4.4324 -0.0950
C -1.9597 -6.3857 -1.3072
C -2.6036 -4.3566 -2.5848
C 3.0193 -5.4488 -0.4039
C 4.1850 -5.3126 -1.3964
C 3.4910 -5.0015 0.9899
C 2.6325 -6.9266 -0.3289
C 1.9783 0.9869 -2.4464
O 1.2115 1.6575 -1.7429
C 2.9407 1.6003 -3.3712
C 3.5278 0.8049 -4.2915
C 3.1835 3.1067 -3.3120
C 4.3155 3.5354 -4.2456
C 3.5653 3.5073 -1.8698
C 1.9037 3.8507 -3.7339
H 5.5215 -1.8653 -6.7859
H 5.6494 -1.9980 -5.0218
H 5.7013 -0.4072 -5.7966
H 3.3276 -3.1340 -6.8131
H 2.0551 -2.7222 -5.6542
H 3.5924 -3.3969 -5.0843
H 3.3553 -1.0269 -7.8443
H 3.6018 0.4889 -6.9716
H 2.0728 -0.3827 -6.8042
H 2.4980 -2.3224 -3.4334
H 3.0450 -2.7962 -1.0910
H 0.3640 -6.1004 -0.8118
H -2.4735 -4.7980 0.8520
H -3.8903 -4.8501 -0.2197
H -2.9598 -3.3488 -0.0482
H -1.6096 -6.8096 -0.3615
H -1.3245 -6.7581 -2.1156
H -2.9753 -6.7540 -1.4760
H -2.6438 -3.2676 -2.5928
H -3.6220 -4.7447 -2.6934
H -2.0068 -4.6934 -3.4371
H 4.5955 -4.3008 -1.3955
H 3.8527 -5.5483 -2.4106
H 4.9927 -6.0018 -1.1290
H 3.7761 -3.9479 0.9831
H 4.3537 -5.5944 1.3144
H 2.6891 -5.1290 1.7211
H 2.2775 -7.2978 -1.2941
H 1.8605 -7.1058 0.4227
H 3.5110 -7.5128 -0.0456
H 4.2028 1.2583 -5.0084
H 5.2451 3.0062 -4.0177
H 4.4941 4.6045 -4.1161
H 4.0642 3.3687 -5.2969
H 4.1731 2.7379 -1.3889
H 2.6699 3.6341 -1.2652
H 4.1223 4.4483 -1.8703
H 1.6395 3.6070 -4.7670
H 2.0641 4.9318 -3.6661
H 1.0713 3.5762 -3.0877
O 3.4541 0.8049 0.1977
C 2.5624 0.9802 1.0203
O 1.3788 0.4702 1.0049
C 2.7614 1.8920 2.2666
P 1.0906 1.8670 3.0527
C 1.3114 2.9615 4.5535
C 1.5291 4.3410 4.5374
C 1.6102 5.0651 5.7185
C 1.4734 4.4236 6.9450
C 1.2566 3.0538 6.9822
C 1.1752 2.3344 5.7932
C 0.2032 3.1099 2.0174
C -1.0306 3.5751 2.4851
C -1.7491 4.5254 1.7789
C -1.2445 5.0386 0.5874
C -0.0293 4.5810 0.1077
C 0.6820 3.6139 0.8115
H 3.1341 2.8775 1.9872
H 3.4738 1.4239 2.9461
H 1.6208 4.8548 3.5858
H 1.7714 6.1366 5.6856
H 1.5272 4.9928 7.8654
H 1.1379 2.5481 7.9334
H 0.9895 1.2648 5.8130
H -1.4209 3.1887 3.4204
H -2.7103 4.8615 2.1499
H -1.7981 5.7945 0.0435
H 0.3748 4.9729 -0.8194
H 1.6113 3.2420 0.4016
S -3.4990 -0.9213 0.3185
C -4.0252 -1.0260 1.8384
N -5.2982 -1.4904 2.1817
C -5.8716 -1.0839 3.4419
C -4.8666 -1.3506 4.5254
N -3.6126 -0.6678 4.2230
C -2.9790 0.0049 5.3585
C -3.8200 1.1747 5.8152
C -4.4134 1.2028 7.0704
C -5.2617 2.2450 7.4310
C -5.5228 3.2681 6.5326
C -4.9198 3.2552 5.2784
C -4.0757 2.2156 4.9214
C -3.1560 -0.5306 2.9550
S -1.6661 0.1726 2.6672
C -6.1681 -2.1523 1.2396
C -6.5200 -3.5578 1.6870
C -7.8127 -4.0507 1.5590
C -8.1309 -5.3354 1.9864
C -7.1546 -6.1425 2.5506
C -5.8559 -5.6593 2.6766
C -5.5437 -4.3770 2.2501
H -6.7759 -1.6662 3.6219
H -6.1342 -0.0161 3.4435
H -4.6974 -2.4292 4.6034
H -5.2349 -0.9868 5.4847
H -2.0039 0.3437 5.0211
H -2.8450 -0.7161 6.1689
H -4.2136 0.4003 7.7734
H -5.7247 2.2506 8.4102
H -6.1963 4.0713 6.8043
H -5.1134 4.0558 4.5750
H -3.6170 2.1945 3.9365
H -5.6441 -2.1808 0.2852
H -7.0844 -1.5691 1.0947
H -8.5810 -3.4219 1.1208
H -9.1459 -5.7017 1.8867
H -7.4019 -7.1392 2.8946
H -5.0842 -6.2848 3.1095
H -4.5317 -3.9989 2.3481
C -3.7145 3.2546 -1.8198
C -3.2401 2.0224 -1.0537
O -4.1293 1.3565 -0.4979
O -1.9852 1.8071 -1.0501
H -4.7865 3.2020 -1.9940
H -3.1757 3.3322 -2.7662
H -3.4865 4.1416 -1.2231
*
```

Results of the Löwdin charge analysis, in e, for atoms 1 through 4: 1.48 -0.05 -0.56 -0.06

---

Entry 2:
A cluster of 7 separate species, C51H56BrN3O28 in total at a distorted geometry, computed with ωB97M-V/def2-TZVPD.

HOMO, eV: -8.5
SMILES: CCOCCO[C@](Br)(OC)[C@H](CCCCNC(C)=O)NCCN.O=C1C=C(O)C(=O)C=C1O.O=C1C=C(O)C(=O)C=C1O.O=C1C=C(O)C(=O)C=C1O.O=C1C=C(O)C(=O)C=C1O.O=C1C=C(O)C(=O)C=C1O.O=C1C=C(O)C(=O)C=C1O
Max |F|, eV/Å: 1.29
DFT total energy, Ha: -6821.91125

Geometry as ORCA input:
```
! RIJCOSX wB97M-V def2-TZVPD def2/J DEFGRID3
* xyz 0 1
C 2.9931 -1.8047 2.6055
C 1.9880 -0.9995 3.4339
O 2.4286 0.3339 3.5889
C 1.4438 1.2981 3.3116
C 0.4865 1.4405 4.4805
O -0.6857 2.1144 4.0209
C -1.2322 3.1043 4.7858
Br 0.0962 4.6261 4.9574
O -1.4175 2.7530 6.1185
C -2.1463 1.5577 6.3783
C -2.4958 3.6738 4.0827
C -3.5197 2.5908 3.6783
C -3.0409 1.4404 2.7755
C -4.0357 1.0219 1.6964
C -3.5898 -0.2956 1.0648
N -4.3647 -0.7083 -0.1236
C -5.3637 -1.7097 0.0694
C -6.0879 -1.8203 1.3893
O -5.6591 -2.4496 -0.8503
N -2.2436 4.6810 3.0729
C -2.0987 4.3430 1.6700
C -0.7149 3.7897 1.2915
N -0.1616 4.5551 0.1401
H 3.2664 -2.7355 3.1026
H 3.9026 -1.2237 2.4633
H 2.5977 -2.0725 1.6254
H 1.8857 -1.4941 4.4050
H 1.0039 -1.0585 2.9627
H 0.8333 1.0005 2.4488
H 1.9496 2.2318 3.0675
H 0.2038 0.4205 4.7636
H 0.9470 1.8900 5.3571
H -2.1142 0.8526 5.5481
H -3.1894 1.7777 6.6130
H -1.7073 1.0812 7.2534
H -2.9611 4.2211 4.9065
H -3.9598 2.1615 4.5780
H -4.3457 3.1091 3.1841
H -2.0862 1.6529 2.3013
H -2.8505 0.5573 3.3927
H -4.1439 1.7860 0.9230
H -5.0031 0.8394 2.1765
H -2.5462 -0.1948 0.7547
H -3.6039 -1.0709 1.8292
H -4.8295 0.1218 -0.4826
H -6.7737 -2.6596 1.3179
H -5.4126 -1.9740 2.2287
H -6.6694 -0.9171 1.5787
H -2.8308 5.4850 3.2179
H -2.8872 3.6941 1.2653
H -2.1761 5.2751 1.1115
H -0.0373 3.8868 2.1380
H -0.7792 2.7536 0.9608
H 0.4661 5.2716 0.4865
H 0.3643 3.9380 -0.4645
C 3.8401 6.5789 -0.2369
C 5.0539 6.6284 -0.8015
C 6.3220 6.5184 0.0064
O 7.3768 6.5549 -0.6031
C 6.2153 6.3833 1.4467
C 5.0015 6.3405 2.0147
C 3.7342 6.4215 1.1989
O 2.6808 6.3618 1.8066
O 4.8070 6.2215 3.3208
O 5.2491 6.7765 -2.1081
H 2.9275 6.6642 -0.8106
H 7.1293 6.3221 2.0201
H 3.8378 6.2104 3.4538
H 6.2180 6.7757 -2.2376
C -0.9723 -6.5808 3.7812
C -0.9209 -5.2546 3.9557
C -0.4103 -4.3293 2.8833
O -0.4214 -3.1316 3.1246
C 0.0555 -4.8952 1.6446
C 0.0126 -6.2261 1.4555
C -0.5235 -7.1573 2.5228
O -0.5682 -8.3461 2.2732
O 0.4222 -6.8082 0.3450
O -1.3112 -4.6405 5.0683
H -1.3429 -7.2536 4.5415
H 0.4233 -4.2142 0.8903
H 0.3153 -7.7701 0.4733
H -1.1641 -3.6871 4.9107
C 1.1505 6.4261 -3.8395
C 0.5721 6.3416 -5.0460
C -0.1005 7.5238 -5.7021
O -0.5800 7.3445 -6.8074
C -0.1365 8.7838 -4.9872
C 0.4416 8.8684 -3.7806
C 1.1335 7.6908 -3.1370
O 1.6460 7.8840 -2.0467
O 0.4598 9.9773 -3.0543
O 0.5400 5.2310 -5.7674
H 1.6369 5.5850 -3.3666
H -0.6319 9.6216 -5.4567
H 0.9423 9.7587 -2.2325
H 0.0645 5.4568 -6.5909
C -3.0902 -3.7742 -2.2006
C -4.0591 -3.1322 -2.8702
C -3.8807 -1.7228 -3.3756
O -4.8054 -1.2269 -3.9889
C -2.6269 -1.0434 -3.1010
C -1.6658 -1.6862 -2.4340
C -1.8334 -3.1004 -1.9509
O -0.8896 -3.6039 -1.3598
O -0.4766 -1.1461 -2.1504
O -5.2382 -3.6682 -3.1441
H -3.2063 -4.7843 -1.8342
H -2.5139 -0.0283 -3.4576
H 0.0183 -1.8333 -1.6622
H -5.7421 -2.9869 -3.6316
C -1.5888 -1.5718 -7.9551
C -0.7912 -1.2694 -8.9894
C 0.6922 -1.0547 -8.8200
O 1.3347 -0.8015 -9.8229
C 1.2583 -1.1553 -7.4891
C 0.4611 -1.4533 -6.4532
C -1.0182 -1.6966 -6.6294
O -1.6619 -1.9857 -5.6350
O 0.8991 -1.5542 -5.2053
O -1.2242 -1.1366 -10.2353
H -2.6519 -1.7314 -8.0666
H 2.3188 -0.9814 -7.3751
H 0.1248 -1.7630 -4.6476
H -0.4383 -0.9216 -10.7761
C 4.7668 -11.1741 0.8647
C 3.5526 -10.6460 1.0735
C 3.2891 -9.1687 0.9274
O 2.1454 -8.7908 1.1203
C 4.3871 -8.2949 0.5770
C 5.6034 -8.8221 0.3711
C 5.8654 -10.3043 0.4913
O 6.9995 -10.6861 0.2681
O 6.6674 -8.1037 0.0466
O 2.4913 -11.3604 1.4219
H 4.9674 -12.2313 0.9646
H 4.1871 -7.2362 0.4900
H 7.4077 -8.7365 -0.0448
H 1.7475 -10.7313 1.5111
*
```

Results of the Löwdin charge analysis, in e, for atoms 1 through 4: -0.06 -0.28 -0.13 -0.19

---

Entry 3:
A cluster of 2 separate species, C5H12O3 in total at a distorted geometry, computed with ωB97M-V/def2-TZVPD.

HOMO, eV: -9.8
SMILES: O=CCCCCO.O
ΔE to the lowest compared entry with this formula, charge and spin, kcal/mol: 51.4
Max |F|, eV/Å: 2.76
DFT total energy, Ha: -423.37200

Geometry as ORCA input:
```
! RIJCOSX wB97M-V def2-TZVPD def2/J DEFGRID3
* xyz 0 1
C -0.2015 1.4854 0.1431
O -0.5407 2.1114 1.3981
C 0.4713 0.1424 0.4691
C -0.4357 -1.1382 0.3098
C -1.1401 -1.1460 -1.0559
C -2.6804 -0.8944 -0.8773
O -3.0621 0.1855 -0.5248
H 0.4297 2.0737 -0.5065
H -1.1369 1.4485 -0.4215
H 0.3026 2.4798 1.6989
H 0.8709 0.1050 1.4496
H 1.3304 0.0077 -0.2380
H -1.0742 -1.3055 1.1452
H 0.2004 -2.0102 0.1724
H -1.0716 -2.1025 -1.6033
H -0.5928 -0.4353 -1.6916
H -3.2941 -1.8025 -0.9630
H 3.2536 0.7806 0.5526
H 4.2626 -0.4641 0.3007
O 4.1084 0.4787 0.2425
*
```

Results of the natural (NBO) charge analysis, in e, for atoms 1 through 4: -0.10 -0.71 -0.43 -0.39

---

Entry 4:
A cluster of 2 separate species, C9H14 in total at a distorted geometry, computed with ωB97M-V/def2-TZVPD.

HOMO, eV: -9.1
SMILES: Cc1ccccc1.CC
ΔE to the lowest compared entry with this formula, charge and spin, kcal/mol: 18.4
Max |F|, eV/Å: 2.72
DFT total energy, Ha: -351.30087

Geometry as ORCA input:
```
! RIJCOSX wB97M-V def2-TZVPD def2/J DEFGRID3
* xyz 0 1
C 1.0098 -0.0338 -1.8744
C 1.3521 -0.0450 -3.3754
H 0.0906 -0.5881 -1.7189
H 1.7975 -0.2452 -1.1507
H 0.8777 1.0060 -1.5265
H 0.4773 -0.4335 -3.9065
H 2.0919 -0.8112 -3.6060
H 1.5154 0.9582 -3.7386
C -1.3820 1.9597 0.8165
C -0.8317 0.6015 1.1117
C 0.5399 0.4862 1.4817
C -1.6602 -0.4651 1.0806
C 0.9815 -0.7235 1.9588
C -1.2059 -1.6980 1.6574
C 0.0688 -1.8152 2.0637
H -2.4286 1.9103 0.5053
H -0.9045 2.5087 -0.0024
H 1.1953 1.3042 1.2141
H -2.6626 -0.4480 0.6869
H 1.9902 -0.8223 2.3281
H -1.9149 -2.5160 1.6389
H 0.3693 -2.6773 2.6496
H -1.3670 2.5872 1.7062
*
```

Results of the natural (NBO) charge analysis, in e, for atoms 1 through 4: -0.62 -0.62 0.21 0.21

---

Entry 5:
The molecule C6H8, computed with ωB97M-V/def2-TZVPD.

HOMO, eV: -9.9
SMILES: C#CCC1CC1
ΔE to the lowest compared entry with this formula, charge and spin, kcal/mol: 41.3
Max |F|, eV/Å: 0.48
DFT total energy, Ha: -233.32113

Geometry as ORCA input:
```
! RIJCOSX wB97M-V def2-TZVPD def2/J DEFGRID3
* xyz 0 1
C 2.8832 -1.1066 -0.5123
C 1.8794 -0.7315 0.0377
C 0.7096 -0.1812 0.7350
C -0.2631 0.5397 -0.1810
C -1.6139 0.9078 0.3561
C -1.4883 -0.1546 -0.7010
H 3.7855 -1.4232 -0.9889
H 0.1832 -0.9777 1.2782
H 1.0795 0.5208 1.4938
H 0.2100 1.2531 -0.8527
H -2.0343 1.8698 0.0806
H -1.8533 0.5898 1.3682
H -1.6552 -1.1883 -0.4067
H -1.8223 0.0822 -1.7071
*
```

Results of the natural (NBO) charge analysis, in e, for atoms 1 through 4: -0.25 0.00 -0.48 -0.21

---

Entry 6:
The molecule CH4O4Si at a distorted geometry, computed with ωB97M-V/def2-TZVPD.

HOMO, eV: -8.4
SMILES: O=C[Si](O)(O)O
ΔE to the lowest compared entry with this formula, charge and spin, kcal/mol: 27.2
Max |F|, eV/Å: 4.34
DFT total energy, Ha: -631.04101

Geometry as ORCA input:
```
! RIJCOSX wB97M-V def2-TZVPD def2/J DEFGRID3
* xyz 0 1
C 1.4696 -1.0214 1.0678
O 2.1019 -1.8347 0.4797
O -0.0604 1.7785 0.9111
O 0.5090 0.5509 -1.3741
O -1.5404 -0.2667 0.3852
Si -0.0756 0.4277 0.0925
H 1.6158 -0.9002 2.0891
H -0.7943 2.3031 1.1541
H 0.4176 1.0073 -2.1604
H -2.3159 0.2598 0.4068
*
```

Results of the natural (NBO) charge analysis, in e, for atoms 1 through 4: 0.15 -0.52 -1.12 -1.12

---

Entry 7:
A structure of composition C14H13N2O7Rh, computed with ωB97M-V/def2-TZVPD.

HOMO, eV: -9.7
ΔE to the lowest compared entry with this formula, charge and spin, kcal/mol: 0.0
Max |F|, eV/Å: 0.68
DFT total energy, Ha: -1288.08141

Geometry as ORCA input:
```
! RIJCOSX wB97M-V def2-TZVPD def2/J DEFGRID3
* xyz 0 1
Rh -1.1896 0.9571 0.0953
O -1.1904 0.5881 -2.0805
C -1.2361 -0.8554 -2.0323
C -2.4962 -1.1700 -1.2431
N -2.4542 -0.5437 0.1227
C -3.8051 -0.0007 0.4961
C -3.9246 1.4884 0.1521
O -5.0127 2.0048 0.1200
O -2.7890 2.0881 -0.0784
C -1.9275 -1.4115 1.2022
C -1.6665 -0.4798 2.3970
O -1.7199 -0.8717 3.5312
O -1.4429 0.7756 2.0436
H -0.3878 0.9272 -2.5001
H -1.2757 -1.2732 -3.0383
H -0.3570 -1.2453 -1.5180
H -3.3495 -0.7428 -1.7667
H -2.6577 -2.2430 -1.1308
H -4.5814 -0.5557 -0.0278
H -3.9650 -0.1364 1.5639
H -2.6434 -2.1933 1.4627
H -0.9899 -1.8669 0.8833
O 1.3496 -1.7882 1.2578
C 1.6303 -0.7554 0.6996
N 0.7256 0.1290 0.1226
C 1.3951 1.1756 -0.4337
O 0.7728 2.1257 -0.9416
C 2.8549 0.9899 -0.2659
C 3.9397 1.7463 -0.6560
C 5.2006 1.2690 -0.3061
C 5.3498 0.0828 0.4056
C 4.2456 -0.6733 0.7943
C 3.0024 -0.1945 0.4446
H 3.8159 2.6709 -1.2031
H 6.0808 1.8312 -0.5884
H 6.3446 -0.2548 0.6649
H 4.3543 -1.5939 1.3514
*
```

Results of the natural (NBO) charge analysis, in e, for atoms 1 through 4: 1.27 -0.69 -0.09 -0.25

---

Entry 8:
A cluster of 2 separate species, C4H9NO in total, computed with ωB97M-V/def2-TZVPD.

HOMO, eV: -10.0
SMILES: C=CC.NC=O
ΔE to the lowest compared entry with this formula, charge and spin, kcal/mol: 30.5
Max |F|, eV/Å: 0.79
DFT total energy, Ha: -287.78390

Geometry as ORCA input:
```
! RIJCOSX wB97M-V def2-TZVPD def2/J DEFGRID3
* xyz 0 1
C 1.5144 -2.9315 -1.1589
N 1.2285 -1.6160 -1.0874
O 1.0822 -3.7061 -1.9788
H 2.2218 -3.2854 -0.3884
H 1.5374 -1.0863 -0.3035
H 0.5340 -1.2899 -1.7379
C -1.3520 1.8376 -0.2574
C -0.3937 1.6849 0.8748
C -0.6452 1.0012 1.9870
H -0.9352 1.3863 -1.1605
H -2.3354 1.4393 -0.0413
H -1.5008 2.8885 -0.5141
H 0.5674 2.1837 0.7958
H 0.0892 0.9334 2.7784
H -1.6127 0.5604 2.1921
*
```

Results of the natural (NBO) charge analysis, in e, for atoms 1 through 4: 0.52 -0.82 -0.60 0.10

---

Entry 9:
A cluster of 8 separate species, C2H20O7S in total at a distorted geometry, computed with ωB97M-V/def2-TZVPD.

HOMO (alpha / beta), eV: -0.1 / -6.4
Max |F|, eV/Å: 1.09
DFT total energy, Ha: -1013.09023

Geometry as ORCA input:
```
! RIJCOSX wB97M-V def2-TZVPD def2/J DEFGRID3
* xyz -1 2
C 0.0017 2.0382 0.9689
C 0.3659 1.0677 2.0754
S 2.0857 0.4480 1.9592
H 0.0822 1.5784 -0.0119
H 0.6314 2.9304 0.9862
H -1.0231 2.4009 1.1059
H 0.3306 1.5619 3.0450
H -0.3292 0.2303 2.0873
H 1.9634 -0.2931 0.8514
H 1.2260 -1.9053 -0.5752
H 0.5343 -1.2368 -1.8117
O 1.4138 -1.3177 -1.3398
H -2.1957 -0.8041 0.5387
H -2.1783 0.6490 -0.1012
O -2.5650 -0.2457 -0.2051
H -0.1576 -2.4036 1.2567
H 1.2877 -2.9453 1.6110
O 0.6937 -2.7402 0.8704
H 2.7001 1.5236 -1.0555
H 2.0664 0.2161 -1.6367
O 2.3349 1.1387 -1.8751
H -2.3494 -2.7313 1.7991
H -1.9235 -1.7622 2.9257
O -1.7624 -1.9459 1.9624
H 0.7392 1.6982 -2.3806
H -0.1345 2.2101 -3.5666
O -0.1873 1.9008 -2.6763
H -0.8754 0.2002 -2.6435
H -1.6972 -0.7172 -1.7034
O -1.0785 -0.7442 -2.4608
*
```

Results of the natural (NBO) charge analysis, in e, for atoms 1 through 4: -0.63 -0.54 -0.13 0.22